1.
A molecular structure, C43H42BN6OP2Pt in a non-equilibrium geometry, computed with ωB97M-V with the def2-TZVPD basis set.

Computed properties:
- energy relative to the best compared isomer or geometry (same formula, charge and spin) (kcal/mol) = 49.88
- E_tot (Ha) = -2894.35607

Structure (ORCA input):
```
! wB97M-V def2-TZVPD RIJCOSX def2/J DEFGRID3
* xyz 0 2
Pt -0.940 -0.952 0.899
C 1.059 2.030 0.351
N 0.818 2.170 -1.068
C 0.268 1.065 -1.801
P -1.253 0.223 -1.132
C -2.640 1.374 -1.224
C -3.881 0.805 -0.917
C -5.024 1.577 -0.918
C -4.935 2.937 -1.196
C -3.704 3.509 -1.479
C -2.551 2.738 -1.493
C -1.527 -0.907 -2.527
C -1.916 -0.419 -3.777
C -2.038 -1.286 -4.849
C -1.781 -2.642 -4.686
C -1.439 -3.137 -3.435
C -1.322 -2.274 -2.357
C 1.314 3.293 -1.719
C 1.620 4.454 -0.992
C 2.169 5.564 -1.610
C 2.399 5.579 -2.976
C 2.056 4.458 -3.714
C 1.535 3.330 -3.103
P 1.217 0.326 1.115
C 2.957 -0.121 0.820
C 3.537 -1.007 1.734
C 4.783 -1.555 1.495
C 5.462 -1.255 0.319
C 4.892 -0.383 -0.595
C 3.646 0.178 -0.354
C 1.369 0.961 2.831
C 0.469 0.532 3.799
C 0.537 1.028 5.092
C 1.501 1.967 5.424
C 2.420 2.382 4.469
C 2.368 1.870 3.183
H 0.243 2.484 0.932
H 1.982 2.558 0.601
H 0.984 0.231 -1.880
H 0.004 1.395 -2.805
H -3.919 -0.254 -0.682
H -5.979 1.126 -0.684
H -5.831 3.543 -1.188
H -3.643 4.569 -1.689
H -1.592 3.196 -1.707
H -2.131 0.637 -3.897
H -2.343 -0.912 -5.817
H -1.859 -3.308 -5.535
H -1.276 -4.198 -3.303
H -1.066 -2.641 -1.369
H 1.417 4.510 0.067
H 2.411 6.431 -1.009
H 2.830 6.445 -3.456
H 2.205 4.447 -4.786
H 1.326 2.473 -3.727
H 2.985 -1.263 2.631
H 5.215 -2.237 2.217
H 6.421 -1.712 0.113
H 5.413 -0.148 -1.515
H 3.216 0.859 -1.080
H -0.281 -0.202 3.525
H -0.161 0.677 5.839
H 1.549 2.369 6.428
H 3.182 3.105 4.731
H 3.116 2.161 2.455
B -4.109 -1.803 2.659
N -3.586 -0.334 2.730
C -4.286 0.690 3.239
C -3.623 1.871 2.947
C -2.502 1.462 2.228
N -2.499 0.133 2.117
N -2.972 -2.833 2.403
C -2.950 -4.046 2.971
C -1.993 -4.821 2.340
C -1.459 -3.980 1.368
N -2.060 -2.786 1.418
H -4.599 -2.064 3.720
H -4.887 -1.863 1.741
H -5.202 0.518 3.776
H -3.922 2.870 3.210
H -1.712 2.054 1.801
H -3.614 -4.291 3.779
H -1.724 -5.840 2.552
H -0.694 -4.195 0.643
O 1.172 -1.896 0.024
N 1.777 -2.892 -0.602
C 2.266 -3.951 0.091
C 3.028 -4.900 -0.539
C 3.352 -4.772 -1.888
C 2.847 -3.670 -2.576
C 2.059 -2.759 -1.925
H 2.010 -3.979 1.139
H 3.377 -5.758 0.017
H 3.974 -5.499 -2.387
H 3.062 -3.521 -3.624
H 1.609 -1.900 -2.396
*
```

***

2.
A molecular structure, C10H14BBrN6Sr in a non-equilibrium geometry, computed with ωB97M-V with the def2-TZVPD basis set.

Computed properties:
- energy relative to the best compared isomer or geometry (same formula, charge and spin) (kcal/mol) = 0.00
- E_tot (Ha) = -3347.74704

Structure (ORCA input):
```
! wB97M-V def2-TZVPD RIJCOSX def2/J DEFGRID3
* xyz 0 1
H -0.165 2.912 2.451
N 0.154 1.696 0.752
B 0.812 0.820 -1.551
N 0.644 1.973 -0.517
C 0.861 3.297 -0.652
Sr -0.790 -0.641 1.722
H 1.225 3.688 -1.596
C 0.542 3.915 0.559
H 0.601 4.965 0.784
C 0.131 2.867 1.412
H 1.263 1.233 -2.577
C -2.076 -2.686 2.991
H -2.374 -3.146 3.930
H -1.016 -2.925 2.844
H -2.704 -3.100 2.198
N -0.614 0.229 -1.753
N 1.694 -0.301 -0.946
N -1.318 -0.296 -0.669
N 1.391 -0.849 0.295
C -1.355 0.148 -2.871
C 2.777 -0.910 -1.465
H -0.952 0.511 -3.808
H 3.140 -0.623 -2.442
C -2.576 -0.432 -2.540
C 3.230 -1.855 -0.545
C -2.524 -0.691 -1.163
C 2.348 -1.764 0.551
H -3.391 -0.636 -3.208
H 4.073 -2.511 -0.648
H -3.282 -1.131 -0.515
H 2.369 -2.307 1.486
H -2.250 -1.585 3.123
Br 0.133 0.134 4.367
*
```

***

Repeat the second record exactly.
A molecular structure, C10H14BBrN6Sr in a non-equilibrium geometry, computed with ωB97M-V with the def2-TZVPD basis set.

Computed properties:
- energy relative to the best compared isomer or geometry (same formula, charge and spin) (kcal/mol) = 0.00
- E_tot (Ha) = -3347.74704

Structure (ORCA input):
```
! wB97M-V def2-TZVPD RIJCOSX def2/J DEFGRID3
* xyz 0 1
H -0.165 2.912 2.451
N 0.154 1.696 0.752
B 0.812 0.820 -1.551
N 0.644 1.973 -0.517
C 0.861 3.297 -0.652
Sr -0.790 -0.641 1.722
H 1.225 3.688 -1.596
C 0.542 3.915 0.559
H 0.601 4.965 0.784
C 0.131 2.867 1.412
H 1.263 1.233 -2.577
C -2.076 -2.686 2.991
H -2.374 -3.146 3.930
H -1.016 -2.925 2.844
H -2.704 -3.100 2.198
N -0.614 0.229 -1.753
N 1.694 -0.301 -0.946
N -1.318 -0.296 -0.669
N 1.391 -0.849 0.295
C -1.355 0.148 -2.871
C 2.777 -0.910 -1.465
H -0.952 0.511 -3.808
H 3.140 -0.623 -2.442
C -2.576 -0.432 -2.540
C 3.230 -1.855 -0.545
C -2.524 -0.691 -1.163
C 2.348 -1.764 0.551
H -3.391 -0.636 -3.208
H 4.073 -2.511 -0.648
H -3.282 -1.131 -0.515
H 2.369 -2.307 1.486
H -2.250 -1.585 3.123
Br 0.133 0.134 4.367
*
```

***

Copy entry 2 word for word.
A molecular structure, C10H14BBrN6Sr in a non-equilibrium geometry, computed with ωB97M-V with the def2-TZVPD basis set.

Computed properties:
- energy relative to the best compared isomer or geometry (same formula, charge and spin) (kcal/mol) = 0.00
- E_tot (Ha) = -3347.74704

Structure (ORCA input):
```
! wB97M-V def2-TZVPD RIJCOSX def2/J DEFGRID3
* xyz 0 1
H -0.165 2.912 2.451
N 0.154 1.696 0.752
B 0.812 0.820 -1.551
N 0.644 1.973 -0.517
C 0.861 3.297 -0.652
Sr -0.790 -0.641 1.722
H 1.225 3.688 -1.596
C 0.542 3.915 0.559
H 0.601 4.965 0.784
C 0.131 2.867 1.412
H 1.263 1.233 -2.577
C -2.076 -2.686 2.991
H -2.374 -3.146 3.930
H -1.016 -2.925 2.844
H -2.704 -3.100 2.198
N -0.614 0.229 -1.753
N 1.694 -0.301 -0.946
N -1.318 -0.296 -0.669
N 1.391 -0.849 0.295
C -1.355 0.148 -2.871
C 2.777 -0.910 -1.465
H -0.952 0.511 -3.808
H 3.140 -0.623 -2.442
C -2.576 -0.432 -2.540
C 3.230 -1.855 -0.545
C -2.524 -0.691 -1.163
C 2.348 -1.764 0.551
H -3.391 -0.636 -3.208
H 4.073 -2.511 -0.648
H -3.282 -1.131 -0.515
H 2.369 -2.307 1.486
H -2.250 -1.585 3.123
Br 0.133 0.134 4.367
*
```

***

What is the E_tot in the first record?
-2894.35607 Ha

***

The highest E_tot belongs to which entry?
C43H42BN6OP2Pt